(1)
A structure of composition C21H51BeBrCl5N4O4P. Source: OMol25; level of theory: ωB97M-V/def2-TZVPD.

Cartesian coordinates (Å):
1 C -1.50 -2.20 -0.86
2 C -1.98 -1.04 -1.96
3 C -2.20 0.35 -1.10
4 C -0.84 1.29 -1.27
5 C -1.11 2.88 -0.95
6 P -0.84 3.33 0.90
7 C -0.47 5.23 0.99
8 C 0.56 2.37 1.76
9 C 2.08 2.90 1.42
10 C 2.76 2.24 0.08
11 C 2.83 0.60 0.07
12 C 3.18 -0.05 -1.40
13 N 2.64 0.73 -2.58
14 C -2.45 3.09 1.95
15 O -2.96 1.70 1.94
16 C -2.25 0.84 2.89
17 C -3.18 -0.26 3.67
18 H -1.57 -3.29 -1.33
19 H -2.12 -2.14 0.15
20 H -0.38 -1.94 -0.56
21 H -1.17 -0.94 -2.83
22 H -2.99 -1.41 -2.48
23 H -2.22 0.03 0.05
24 H -3.18 0.93 -1.42
25 H -0.52 1.22 -2.41
26 H 0.01 0.84 -0.57
27 H -2.16 3.22 -1.38
28 H -0.30 3.49 -1.57
29 H -1.49 5.79 1.27
30 H 0.29 5.37 1.89
31 H -0.03 5.58 -0.05
32 H 0.40 2.51 2.93
33 H 0.38 1.23 1.55
34 H 2.05 4.07 1.31
35 H 2.74 2.66 2.38
36 H 3.89 2.62 0.07
37 H 2.25 2.72 -0.85
38 H 1.87 0.06 0.46
39 H 3.71 0.27 0.81
40 H 2.63 -1.11 -1.43
41 H 4.34 -0.27 -1.44
42 H 3.36 1.41 -2.91
43 H 1.73 1.21 -2.35
44 H -3.27 3.76 1.41
45 H -2.24 3.53 3.02
46 H -1.60 1.46 3.67
47 H -1.44 0.23 2.25
48 H -4.27 -0.35 3.26
49 H -2.64 -1.31 3.54
50 H -3.12 -0.03 4.84
51 O 0.86 -4.38 0.07
52 H 0.30 -4.88 -0.50
53 C -7.28 -1.18 0.93
54 C -6.70 -1.20 -0.48
55 C -5.21 -1.52 -0.51
56 C -4.44 -0.46 0.27
57 N -3.80 0.41 0.92
58 H -6.82 -0.40 1.54
59 H -8.35 -0.98 0.90
60 H -7.13 -2.15 1.43
61 H -6.88 -0.22 -0.95
62 H -7.24 -1.95 -1.08
63 H -4.85 -1.53 -1.55
64 H -5.01 -2.50 -0.07
65 C 2.53 -7.83 -1.44
66 C 1.11 -7.47 -1.64
67 N -0.01 -7.19 -1.80
68 H 3.01 -7.18 -0.70
69 H 2.64 -8.86 -1.08
70 H 3.10 -7.74 -2.37
71 O 4.30 -6.08 0.26
72 H 4.62 -5.29 0.66
73 O 0.79 -0.81 3.22
74 H 0.51 -1.40 2.51
75 H 1.74 -0.69 3.08
76 Be 3.67 -1.57 1.13
77 Cl 3.03 4.59 2.48
78 N 5.78 4.56 -0.65
79 H 5.18 3.86 -1.11
80 H 5.77 5.43 -1.20
81 H 5.42 4.75 0.29
82 H 6.74 4.20 -0.59
83 C 6.25 -0.92 -4.04
84 Cl 6.11 -1.98 -2.62
85 Cl 4.63 -0.61 -4.72
86 Cl 7.00 0.63 -3.56
87 Cl 7.27 -1.71 -5.27
88 Br -5.85 -3.23 1.42

The value obtained for the HOMO energy is -6.172 eV. As for the spin multiplicity: 1. Its LUMO energy is -4.47 eV. As for the net charge: 0. For the frontier orbital gap, the calculation gives 1.70 eV.

In elementary charge units, the Mulliken charges are:
1 C -0.543
2 C -0.782
3 C 0.530
4 C 0.030
5 C -1.063
6 P 1.300
7 C -1.162
8 C 0.038
9 C -1.037
10 C -0.027
11 C -0.379
12 C -0.324
13 N -0.436
14 C -0.844
15 O -0.178
16 C 0.637
17 C -0.931
18 H 0.315
19 H 0.047
20 H 0.110
21 H 0.362
22 H 0.195
23 H -0.639
24 H 0.418
25 H 0.646
26 H -0.689
27 H 0.394
28 H 0.403
29 H 0.388
30 H 0.374
31 H 0.318
32 H 0.358
33 H -0.299
34 H 0.131
35 H 0.434
36 H -0.219
37 H 0.363
38 H 0.188
39 H 0.196
40 H 0.182
41 H 0.075
42 H 0.273
43 H 0.087
44 H 0.349
45 H 0.394
46 H 0.226
47 H -0.535
48 H 0.197
49 H 0.249
50 H 0.313
51 O -0.494
52 H 0.284
53 C -1.041
54 C -0.654
55 C -0.532
56 C 0.933
57 N -0.524
58 H 0.322
59 H 0.402
60 H 0.251
61 H 0.313
62 H 0.346
63 H 0.073
64 H 0.360
65 C -0.437
66 C 0.378
67 N -0.462
68 H 0.066
69 H 0.253
70 H 0.246
71 O -0.642
72 H 0.226
73 O -0.590
74 H 0.317
75 H 0.206
76 Be 0.134
77 Cl -0.649
78 N -0.434
79 H 0.294
80 H 0.402
81 H 0.338
82 H 0.384
83 C 0.354
84 Cl -0.071
85 Cl -0.074
86 Cl -0.132
87 Cl -0.100
88 Br -0.476

***

(2)
A cluster of 11 separate species, C21H51F6N12O18PS3 in total. Source: OMol25; level of theory: ωB97M-V/def2-TZVPD.

Cartesian coordinates (Å):
1 C -1.91 -3.72 2.06
2 C -3.13 -4.21 1.23
3 N -3.28 -3.70 -0.10
4 C -3.31 -4.42 -1.27
5 C -3.67 -3.51 -2.28
6 N -3.84 -2.24 -1.66
7 C -3.60 -2.40 -0.29
8 C -4.25 -0.95 -2.21
9 H -1.82 -4.35 2.96
10 H -2.14 -2.75 2.50
11 H -0.94 -3.67 1.57
12 H -4.09 -4.05 1.73
13 H -3.14 -5.29 1.12
14 H -3.21 -5.49 -1.24
15 H -3.74 -3.58 -3.36
16 H -3.70 -1.64 0.47
17 H -4.81 -0.46 -1.42
18 H -4.89 -1.05 -3.08
19 H -3.30 -0.47 -2.46
20 P -0.06 0.33 -0.22
21 F 0.60 0.81 1.15
22 F 0.27 -1.24 0.18
23 F -1.46 0.24 0.64
24 F -0.73 -0.07 -1.69
25 F -0.39 1.81 -0.60
26 F 1.35 0.36 -0.98
27 C 3.78 -2.44 -0.68
28 O 4.88 -2.87 -0.78
29 N 2.98 -2.73 0.22
30 N 3.18 -1.72 -1.64
31 H 3.29 -3.39 0.92
32 H 2.12 -2.22 0.33
33 H 3.72 -1.58 -2.48
34 H 2.29 -1.31 -1.41
35 C -1.96 -0.21 -5.88
36 O -1.54 0.97 -5.99
37 N -2.05 -0.92 -4.76
38 N -2.36 -0.91 -6.94
39 H -1.82 -0.41 -3.92
40 H -2.59 -1.77 -4.78
41 H -2.25 -0.51 -7.86
42 H -2.75 -1.79 -6.64
43 C 1.46 4.28 1.83
44 O 1.93 4.80 2.79
45 N 0.79 4.90 0.88
46 N 1.84 3.10 1.43
47 H 0.09 4.42 0.33
48 H 0.86 5.91 0.83
49 H 2.52 2.62 2.01
50 H 1.24 2.50 0.88
51 C -1.60 2.05 3.76
52 O -2.47 2.21 4.59
53 N -0.32 1.87 3.99
54 N -1.83 2.17 2.50
55 H -0.04 1.91 4.96
56 H 0.28 1.90 3.17
57 H -1.38 1.58 1.82
58 H -2.71 2.61 2.29
59 C 3.05 4.29 -2.55
60 O 1.92 4.13 -2.96
61 N 3.87 5.20 -3.14
62 N 3.53 3.46 -1.67
63 H 3.52 5.66 -3.97
64 H 4.85 5.26 -2.89
65 H 4.28 3.77 -1.07
66 H 2.92 2.73 -1.32
67 C 0.72 -4.20 -2.05
68 C -0.10 -2.99 -2.55
69 O -0.76 -3.46 -3.69
70 S -0.69 -5.09 -3.89
71 O 0.26 -5.32 -4.95
72 O -2.02 -5.68 -3.95
73 O 0.03 -5.35 -2.40
74 H 0.82 -4.04 -0.97
75 H 1.69 -4.23 -2.55
76 H 0.52 -2.11 -2.72
77 H -0.88 -2.72 -1.83
78 C -2.60 4.20 -0.38
79 C -2.20 3.67 -1.79
80 O -2.99 4.35 -2.74
81 S -4.01 5.48 -2.08
82 O -5.35 4.89 -1.85
83 O -4.04 6.78 -2.76
84 O -3.09 5.46 -0.73
85 H -1.92 4.28 0.47
86 H -3.39 3.50 -0.08
87 H -2.54 2.65 -2.00
88 H -1.16 3.93 -1.99
89 C 0.75 -1.01 5.36
90 C -0.07 -1.33 4.09
91 O -0.28 -2.72 4.10
92 S 1.09 -3.48 4.64
93 O 1.91 -3.82 3.48
94 O 0.69 -4.48 5.61
95 O 1.61 -2.13 5.41
96 H 0.20 -0.91 6.30
97 H 1.55 -0.29 5.26
98 H 0.51 -1.05 3.21
99 H -1.02 -0.80 4.04
100 C 4.72 1.67 3.42
101 C 4.67 1.20 2.00
102 C 3.59 0.14 2.04
103 O 2.60 0.72 2.92
104 C 3.27 1.43 3.90
105 H 5.03 2.71 3.53
106 H 5.42 1.06 3.99
107 H 5.66 0.94 1.63
108 H 4.29 2.02 1.39
109 H 3.74 -0.90 2.30
110 H 3.32 0.07 0.99
111 H 3.36 0.83 4.81
112 H 2.75 2.36 4.13

The value obtained for the HOMO energy (spin up / spin down) is -11.625 / -11.625 eV. As for the expectation value of S²: 0.763. As for the spin multiplicity: 2. Its LUMO energy (spin up / spin down) is -2.88 / -8.72 eV. As for the net charge: +1. For the frontier orbital gap (spin up / spin down), the calculation gives 8.75 / 2.90 eV.

Atom charges from the Mulliken analysis, given in e for atoms 1 to 99:
1 C -0.617
2 C -1.079
3 N 0.342
4 C -0.429
5 C -0.467
6 N 0.297
7 C -0.424
8 C -0.763
9 H 0.463
10 H 0.280
11 H 0.219
12 H 0.368
13 H 0.395
14 H 0.505
15 H 0.539
16 H 0.429
17 H 0.357
18 H 0.326
19 H 0.181
20 P 2.549
21 F -0.689
22 F -0.379
23 F -0.810
24 F -0.153
25 F -0.334
26 F -0.286
27 C 0.602
28 O -0.718
29 N 0.161
30 N -0.021
31 H 0.119
32 H -0.310
33 H 0.173
34 H -0.242
35 C 0.522
36 O -0.689
37 N 0.017
38 N -0.338
39 H -0.070
40 H 0.073
41 H 0.253
42 H 0.141
43 C 0.565
44 O -0.485
45 N -0.090
46 N 0.402
47 H -0.028
48 H 0.284
49 H -0.391
50 H -0.163
51 C 0.443
52 O -0.721
53 N -0.017
54 N 0.123
55 H 0.211
56 H -0.279
57 H 0.112
58 H 0.150
59 C 0.629
60 O -0.593
61 N -0.416
62 N -0.243
63 H 0.264
64 H 0.162
65 H 0.233
66 H 0.005
67 C -0.330
68 C 0.391
69 O -0.305
70 S 1.116
71 O -0.562
72 O -0.548
73 O -0.388
74 H 0.333
75 H 0.377
76 H 0.419
77 H -0.436
78 C -0.230
79 C 0.176
80 O -0.360
81 S 1.045
82 O -0.532
83 O -0.503
84 O -0.469
85 H 0.222
86 H 0.319
87 H 0.035
88 H 0.231
89 C 0.137
90 C 0.141
91 O -0.329
92 S 1.036
93 O -0.498
94 O -0.569
95 O -0.380
96 H 0.323
97 H -0.207
98 H -0.129
99 H 0.384

***

Computed calculated total energy, in the same sequence as the records: -179069.204 -135434.381 eV.
Computed molar mass, in the same sequence as the records: 720.82 1000.87 g/mol.